Below is a cluster of 13 separate species, C78H195N13 in total at a distorted geometry, with properties calculated with wB97M-V/def2-TZVPD.

Last column: Mulliken charge in e.
Atoms and positions in Å:
C (-4.671, -1.629, 2.562)  0.541
C (-5.434, -1.248, 3.853)  -0.761
N (-6.300, -0.098, 3.688)  0.535
C (-6.560, 0.559, 4.989)  -0.359
C (-6.455, 2.063, 4.991)  -1.341
C (-7.526, -0.505, 2.981)  -0.637
C (-8.389, 0.673, 2.537)  -1.452
H (-5.325, -1.652, 1.723)  0.291
H (-4.051, -2.571, 2.586)  -0.580
H (-3.959, -0.854, 2.296)  -0.259
H (-6.022, -2.072, 4.359)  0.361
H (-4.693, -0.938, 4.622)  -0.042
H (-7.557, 0.412, 5.451)  0.265
H (-5.827, 0.117, 5.738)  0.455
H (-5.496, 2.315, 4.561)  0.220
H (-7.250, 2.561, 4.369)  0.311
H (-6.393, 2.453, 6.011)  0.424
H (-8.089, -1.147, 3.609)  0.459
H (-7.300, -1.102, 2.110)  0.436
H (-7.624, 1.423, 2.211)  0.331
H (-8.904, 1.105, 3.343)  0.343
H (-9.103, 0.385, 1.735)  0.373
C (6.281, -2.504, -3.576)  -1.720
C (5.170, -2.619, -2.572)  1.497
N (3.939, -2.020, -3.244)  0.052
C (3.959, -0.545, -3.098)  0.656
C (3.101, 0.115, -4.169)  -0.718
C (2.720, -2.578, -2.702)  1.745
C (2.621, -4.081, -3.082)  -1.300
H (7.158, -2.748, -3.068)  0.524
H (6.402, -1.522, -3.953)  0.350
H (6.153, -3.206, -4.390)  0.344
H (4.953, -3.680, -2.312)  -0.412
H (5.333, -2.044, -1.647)  -0.467
H (3.585, -0.121, -2.159)  -1.009
H (4.948, -0.201, -3.235)  1.011
H (3.589, -0.070, -5.118)  0.584
H (2.151, -0.447, -4.244)  -0.347
H (2.830, 1.153, -4.046)  -0.412
H (1.821, -1.982, -3.067)  -0.495
H (2.718, -2.591, -1.581)  -0.802
H (2.450, -4.218, -4.108)  0.379
H (1.835, -4.506, -2.455)  -0.042
H (3.511, -4.612, -2.746)  0.385
C (-3.861, -4.112, 5.441)  -1.311
C (-3.125, -5.357, 4.915)  0.069
N (-1.738, -5.336, 5.133)  0.687
C (-1.034, -6.341, 4.383)  -0.617
C (0.515, -6.295, 4.469)  -1.175
C (-1.329, -5.456, 6.588)  -0.927
C (-1.610, -6.799, 7.229)  -1.396
H (-4.765, -3.813, 4.963)  0.558
H (-3.089, -3.307, 5.410)  -0.030
H (-4.100, -4.179, 6.508)  0.389
H (-3.587, -6.345, 5.131)  0.400
H (-3.264, -5.300, 3.821)  -0.157
H (-1.298, -7.445, 4.668)  0.416
H (-1.362, -6.198, 3.338)  0.242
H (0.868, -5.348, 4.123)  0.079
H (1.030, -6.418, 5.452)  0.366
H (0.892, -7.071, 3.820)  0.461
H (-1.779, -4.631, 7.110)  0.733
H (-0.267, -5.219, 6.690)  0.398
H (-1.419, -6.672, 8.279)  0.455
H (-0.840, -7.522, 6.898)  0.282
H (-2.612, -7.253, 7.153)  0.245
C (3.327, 5.016, 2.481)  -1.710
C (2.968, 4.161, 1.246)  1.028
N (3.948, 4.405, 0.132)  0.501
C (3.598, 5.613, -0.543)  0.301
C (4.773, 6.363, -1.124)  -1.545
C (4.148, 3.307, -0.779)  -0.589
C (5.000, 2.194, -0.289)  -0.398
H (4.421, 5.244, 2.467)  0.397
H (3.114, 4.364, 3.316)  0.466
H (2.810, 5.946, 2.486)  0.354
H (3.038, 3.125, 1.552)  -0.212
H (1.911, 4.328, 0.742)  -0.362
H (2.837, 5.479, -1.309)  -0.084
H (3.091, 6.199, 0.244)  0.220
H (4.522, 7.298, -1.575)  0.406
H (5.545, 6.397, -0.358)  0.421
H (5.266, 5.726, -1.890)  0.231
H (4.615, 3.756, -1.624)  0.476
H (3.170, 3.051, -1.028)  0.125
H (5.915, 2.677, 0.074)  0.248
H (5.180, 1.447, -1.100)  0.242
H (4.440, 1.668, 0.492)  -0.517
C (0.059, 2.519, -2.425)  -0.378
C (0.550, 1.215, -1.811)  2.552
N (-0.156, 0.734, -0.596)  1.437
C (-1.528, 0.305, -0.880)  -0.319
C (-2.339, 0.062, 0.384)  0.157
C (0.602, -0.430, -0.113)  2.063
C (1.870, 0.042, 0.588)  0.350
H (0.562, 2.766, -3.339)  -0.614
H (0.376, 3.368, -1.793)  -0.711
H (-1.016, 2.499, -2.577)  0.858
H (0.415, 0.449, -2.652)  -0.980
H (1.654, 1.184, -1.600)  -1.032
H (-1.983, 1.028, -1.559)  0.572
H (-1.509, -0.573, -1.478)  -0.008
H (-3.088, 0.811, 0.582)  0.780
H (-2.912, -0.893, 0.299)  -0.939
H (-1.704, 0.004, 1.246)  -0.881
H (0.832, -1.213, -0.954)  -1.268
H (-0.035, -0.953, 0.583)  -0.253
H (1.685, 0.912, 1.219)  -0.834
H (2.644, 0.267, -0.134)  -0.309
H (2.316, -0.684, 1.192)  -0.399
C (1.996, -3.824, 1.448)  1.650
C (3.239, -4.521, 2.025)  -0.755
N (4.135, -5.031, 1.031)  1.417
C (5.527, -4.938, 1.380)  0.689
C (6.472, -5.175, 0.256)  -1.697
C (3.884, -6.324, 0.377)  -0.820
C (2.395, -6.465, 0.012)  -1.004
H (1.803, -2.896, 1.982)  -0.494
H (1.119, -4.514, 1.602)  -0.866
H (2.071, -3.551, 0.367)  -0.140
H (3.894, -3.807, 2.529)  -0.418
H (2.965, -5.290, 2.705)  0.534
H (5.651, -3.855, 1.740)  -0.847
H (5.757, -5.655, 2.222)  0.335
H (7.426, -4.740, 0.452)  0.469
H (6.567, -6.206, -0.037)  0.441
H (6.071, -4.664, -0.594)  0.142
H (4.076, -7.186, 1.036)  0.277
H (4.500, -6.467, -0.516)  0.396
H (2.118, -7.369, -0.546)  0.501
H (1.884, -5.688, -0.599)  0.008
H (1.761, -6.514, 0.900)  0.129
C (5.976, -1.260, 0.908)  0.018
C (5.408, -0.855, 2.320)  0.226
N (5.617, -1.946, 3.301)  0.693
C (5.163, -1.590, 4.620)  -0.829
C (3.596, -1.616, 4.696)  -1.097
C (7.002, -2.255, 3.387)  -0.386
C (7.942, -1.184, 3.924)  -1.581
H (7.070, -1.154, 1.029)  0.310
H (5.525, -0.577, 0.161)  -0.268
H (5.637, -2.245, 0.745)  0.001
H (5.887, 0.033, 2.604)  0.625
H (4.331, -0.664, 2.217)  -0.958
H (5.581, -2.429, 5.192)  0.336
H (5.394, -0.624, 5.054)  0.385
H (3.264, -1.037, 5.566)  0.453
H (3.042, -1.038, 3.887)  -0.057
H (3.142, -2.546, 4.823)  0.511
H (7.359, -2.504, 2.389)  0.103
H (7.139, -3.211, 3.923)  0.642
H (8.808, -1.675, 4.361)  0.449
H (7.508, -0.609, 4.796)  0.257
H (8.281, -0.434, 3.258)  0.340
C (4.978, 5.018, -5.476)  -1.489
C (3.659, 5.231, -4.755)  0.748
N (2.584, 5.793, -5.627)  0.061
C (1.440, 5.938, -4.645)  0.274
C (0.181, 6.533, -5.317)  -1.606
C (2.308, 4.991, -6.769)  -1.356
C (1.908, 3.613, -6.415)  0.401
H (5.687, 4.641, -4.710)  0.374
H (5.381, 5.960, -5.832)  0.377
H (4.856, 4.470, -6.423)  0.273
H (3.234, 4.248, -4.382)  -0.450
H (3.725, 5.773, -3.781)  0.167
H (1.404, 4.942, -4.107)  -0.073
H (1.723, 6.728, -3.914)  0.429
H (-0.325, 5.768, -5.941)  0.164
H (-0.478, 6.905, -4.556)  0.542
H (0.587, 7.383, -5.913)  0.366
H (3.185, 4.856, -7.446)  0.366
H (1.446, 5.477, -7.354)  0.359
H (0.996, 3.561, -5.782)  -0.385
H (2.719, 3.048, -5.949)  0.037
H (1.543, 3.035, -7.290)  0.473
C (-0.157, 8.540, 1.768)  -1.499
C (-0.144, 7.032, 2.004)  -0.105
N (-1.107, 6.335, 1.117)  0.256
C (-0.629, 6.197, -0.246)  0.992
C (-1.648, 5.639, -1.189)  -1.660
C (-1.694, 5.125, 1.699)  -2.238
C (-0.812, 3.879, 1.853)  1.840
H (-1.155, 8.999, 1.780)  0.327
H (0.322, 8.869, 0.779)  0.266
H (0.457, 9.043, 2.480)  0.479
H (0.926, 6.659, 1.867)  -0.087
H (-0.451, 6.670, 3.006)  0.496
H (-0.305, 7.219, -0.545)  0.399
H (0.233, 5.438, -0.351)  -0.573
H (-1.199, 5.585, -2.165)  0.174
H (-2.069, 4.633, -1.016)  0.186
H (-2.488, 6.312, -1.276)  0.449
H (-2.576, 4.904, 1.041)  0.360
H (-1.929, 5.482, 2.710)  0.587
H (-1.435, 3.191, 2.461)  0.054
H (0.095, 4.090, 2.304)  -0.333
H (-0.607, 3.324, 0.913)  -0.448
C (-6.092, -0.029, -1.951)  -0.787
C (-7.321, 0.648, -2.532)  -0.836
N (-6.926, 1.633, -3.598)  0.441
C (-6.450, 2.897, -3.003)  -0.886
C (-5.510, 3.598, -4.002)  -0.907
C (-8.143, 1.896, -4.375)  -0.668
C (-8.293, 0.743, -5.422)  -1.175
H (-5.323, 0.639, -1.558)  0.092
H (-5.560, -0.575, -2.693)  0.276
H (-6.414, -0.626, -1.067)  0.325
H (-7.953, -0.074, -3.025)  0.412
H (-7.877, 1.245, -1.790)  0.357
H (-7.377, 3.494, -2.777)  0.321
H (-5.956, 2.652, -2.095)  0.596
H (-5.250, 4.602, -3.634)  0.394
H (-4.693, 2.873, -4.135)  0.010
H (-6.085, 3.684, -4.939)  0.299
H (-8.066, 2.787, -4.996)  0.420
H (-9.032, 1.997, -3.754)  0.367
H (-8.535, -0.205, -4.928)  0.309
H (-7.334, 0.498, -5.854)  0.251
H (-9.042, 0.873, -6.196)  0.411
C (-2.917, -0.970, -5.483)  -1.967
C (-1.548, -0.614, -4.824)  0.031
N (-0.518, 0.027, -5.665)  0.966
C (-1.125, 1.074, -6.543)  -0.718
C (-1.626, 2.246, -5.659)  0.078
C (0.151, -0.990, -6.488)  -0.629
C (1.390, -0.525, -7.320)  -1.549
H (-3.544, -0.097, -5.676)  0.297
H (-3.442, -1.679, -4.901)  0.468
H (-2.725, -1.554, -6.344)  0.392
H (-1.734, -0.025, -3.867)  -0.618
H (-1.115, -1.547, -4.627)  0.905
H (-0.270, 1.289, -7.214)  0.422
H (-1.955, 0.720, -7.111)  0.342
H (-2.453, 1.952, -5.061)  -0.191
H (-0.741, 2.531, -4.999)  -0.577
H (-1.783, 3.124, -6.308)  0.529
H (-0.440, -1.442, -7.266)  0.446
H (0.443, -1.784, -5.771)  0.392
H (1.861, -1.534, -7.549)  0.414
H (2.116, 0.053, -6.726)  0.188
H (1.105, 0.042, -8.136)  0.568
C (-1.539, -4.213, -2.688)  -1.459
C (-1.163, -4.254, -1.215)  1.089
N (-2.257, -4.555, -0.339)  0.303
C (-1.834, -4.770, 1.088)  -1.618
C (-1.322, -3.478, 1.769)  3.147
C (-3.457, -3.689, -0.474)  0.817
C (-4.682, -4.432, 0.095)  -1.734
H (-2.041, -3.243, -2.887)  0.048
H (-2.247, -5.033, -2.969)  0.336
H (-0.648, -4.281, -3.323)  0.460
H (-0.292, -5.019, -1.128)  -0.366
H (-0.742, -3.256, -1.046)  -0.185
H (-2.697, -5.177, 1.547)  0.415
H (-0.976, -5.499, 1.109)  0.149
H (-0.473, -2.994, 1.262)  -0.874
H (-2.099, -2.705, 1.901)  -0.678
H (-0.899, -3.766, 2.755)  -0.839
H (-3.647, -3.511, -1.545)  0.590
H (-3.211, -2.723, -0.030)  -0.555
H (-4.473, -5.567, -0.051)  0.333
H (-5.578, -4.233, -0.450)  0.422
H (-4.788, -4.194, 1.175)  0.275
C (1.031, 2.489, 4.193)  -1.819
C (0.280, 1.149, 3.813)  2.298
N (-0.578, 0.650, 4.925)  0.106
C (-0.991, -0.687, 4.586)  0.733
C (-0.066, -1.887, 4.888)  -0.112
C (-1.792, 1.541, 5.125)  0.387
C (-2.465, 1.348, 6.470)  -1.313
H (1.827, 2.783, 3.486)  -0.097
H (1.511, 2.346, 5.151)  0.493
H (0.350, 3.293, 4.218)  0.524
H (-0.317, 1.182, 2.867)  -0.658
H (1.063, 0.364, 3.598)  -0.750
H (-1.876, -0.847, 5.206)  -0.002
H (-1.346, -0.797, 3.562)  -0.653
H (0.165, -1.976, 5.945)  0.573
H (-0.508, -2.772, 4.659)  -0.525
H (0.858, -1.895, 4.338)  -0.548
H (-2.537, 1.255, 4.361)  -0.098
H (-1.561, 2.586, 4.888)  0.453
H (-2.179, 0.325, 6.829)  0.285
H (-3.495, 1.573, 6.382)  0.237
H (-2.013, 2.058, 7.203)  0.380

Computed properties:
- F_max (Eh/bohr) = 0.07576
- M (g/mol) = 1315.509
- frontier orbital gap (Eh) = 0.3189
- relative energy (zero: lowest compared OMol25 entry of this formula, charge and spin) (kJ/mol) = 708.46
- HOMO level (eV) = -8.01